(1)
This record from the Open Molecules 2025 dataset describes C26H26N4O8PtS2Se as an isolated structure. The level of theory is ωB97M-V with the def2-TZVPD basis set.

Each line ends with the Löwdin charge.
Element x y z (Å)
Pt  -1.37  1.63  0.48  1.17
C  -3.48  -4.29  3.22  -0.06
C  -3.20  -2.83  3.42  -0.29
C  -2.22  -2.39  4.29  -0.06
C  -1.91  -1.05  4.42  -0.07
C  -2.60  -0.12  3.65  -0.28
C  -3.61  -0.53  2.78  -0.07
C  -3.90  -1.87  2.68  -0.06
S  -2.10  1.59  3.67  0.55
O  -1.43  1.79  4.94  -0.34
O  -3.27  2.38  3.38  -0.31
N  -1.03  1.74  2.49  -0.36
C  0.30  1.24  2.82  -0.22
C  1.21  1.40  1.62  -0.65
O  2.42  1.17  1.72  0.00
O  0.66  1.73  0.51  -0.21
H  -3.00  -4.89  4.00  0.06
H  -3.10  -4.63  2.25  0.08
H  -4.55  -4.50  3.24  0.07
H  -1.66  -3.12  4.88  0.10
H  -1.14  -0.70  5.10  0.11
H  -4.12  0.21  2.18  0.10
H  -4.66  -2.20  1.98  0.12
H  0.30  0.16  3.03  0.10
H  0.74  1.75  3.67  0.12
C  4.56  3.27  -0.58  -0.06
C  3.24  2.99  -1.26  -0.28
C  3.03  1.79  -1.91  -0.04
C  1.78  1.47  -2.42  -0.05
C  0.74  2.38  -2.29  -0.30
C  0.95  3.61  -1.69  -0.07
C  2.20  3.91  -1.18  -0.05
S  -0.87  1.96  -2.87  0.57
O  -1.35  3.07  -3.68  -0.34
O  -0.75  0.70  -3.59  -0.34
N  -1.74  1.86  -1.54  -0.37
C  -3.17  1.83  -1.85  -0.21
C  -4.00  1.54  -0.62  -0.63
O  -5.21  1.36  -0.71  0.02
O  -3.37  1.54  0.51  -0.24
H  5.31  2.55  -0.87  0.07
H  4.44  3.21  0.50  0.08
H  4.93  4.27  -0.82  0.07
H  3.83  1.06  -1.98  0.10
H  1.59  0.52  -2.90  0.11
H  0.13  4.31  -1.60  0.12
H  2.36  4.86  -0.67  0.11
H  -3.42  1.08  -2.61  0.12
H  -3.51  2.80  -2.24  0.12
C  -0.63  -2.25  -2.75  -0.07
N  0.47  -1.97  -1.87  -0.11
C  0.44  -1.02  -0.83  -0.63
Se  -1.05  -1.06  0.41  0.72
N  1.76  -1.00  -0.37  0.10
C  2.58  -1.73  -1.17  -0.21
C  3.96  -1.90  -1.20  -0.05
C  4.49  -2.72  -2.21  -0.15
C  3.68  -3.34  -3.14  -0.15
C  2.29  -3.17  -3.12  -0.04
C  1.75  -2.36  -2.13  -0.19
H  -1.52  -1.78  -2.34  0.05
H  -0.79  -3.33  -2.83  0.08
H  -0.45  -1.83  -3.74  0.08
H  2.09  -0.29  0.28  0.10
H  4.59  -1.40  -0.48  0.10
H  5.57  -2.87  -2.25  0.08
H  4.13  -3.96  -3.91  0.08
H  1.65  -3.63  -3.87  0.09

Net charge = -2
2S+1 = 3
E_HOMO (spin up / spin down) = 0.0 / -2.5 eV
LUMO level (spin up / spin down) = 4.50 / 4.17 eV
ΔE to the lowest compared entry with this formula, charge and spin = 0.00 kcal/mol
Expectation value of S² = 2.023
Electronic energy = -5144.5539 a.u.
Frontier orbital gap (spin up / spin down) = 4.5 / 6.7 eV

***

(2)
This record from the Open Molecules 2025 dataset describes one molecule with the formula C15H17N3O5S in a non-equilibrium geometry. The level of theory is ωB97M-V with the def2-TZVPD basis set.

Each line ends with the Löwdin charge.
Element x y z (Å)
C  -5.33  -2.48  0.95  -0.06
C  -5.63  -1.77  -0.35  -0.20
H  -5.38  -2.40  -1.22  0.13
H  -6.68  -1.49  -0.43  0.13
O  -4.83  -0.58  -0.41  -0.03
C  -5.25  0.40  -1.20  -0.50
O  -6.23  0.37  -1.88  0.12
C  -4.31  1.61  -1.12  -0.07
C  -3.22  1.42  -0.14  -0.58
N  -3.20  1.93  1.04  0.01
N  -2.15  1.60  1.76  0.01
C  -1.31  0.82  1.16  -0.58
N  -0.18  0.39  1.79  0.12
C  0.88  -0.41  1.42  -0.44
O  1.74  -0.65  2.22  0.13
C  0.88  -0.93  -0.02  -0.17
O  2.02  -1.68  -0.31  -0.03
C  3.24  -1.04  -0.36  -0.26
C  4.34  -1.87  -0.57  0.01
C  5.60  -1.34  -0.66  0.00
C  5.81  0.04  -0.54  -0.28
C  4.71  0.86  -0.33  -0.01
C  3.43  0.32  -0.24  -0.01
H  2.61  1.00  -0.07  0.11
H  4.82  1.93  -0.23  0.10
O  7.10  0.46  -0.65  -0.09
C  7.36  1.84  -0.51  -0.10
H  7.06  2.21  0.47  0.10
H  6.87  2.42  -1.29  0.09
H  8.44  1.94  -0.62  0.09
H  6.46  -1.97  -0.82  0.12
H  4.17  -2.93  -0.66  0.12
H  0.75  -0.09  -0.72  0.10
H  0.04  -1.62  -0.14  0.13
H  -0.13  0.72  2.75  0.17
S  -1.82  0.40  -0.48  1.12
H  -4.91  2.47  -0.84  0.14
H  -3.91  1.78  -2.13  0.13
H  -5.93  -3.39  1.02  0.08
H  -4.28  -2.75  1.00  0.08
H  -5.57  -1.84  1.79  0.08

2S+1 = 1
E_HOMO = -8.1 eV
LUMO level = 0.27 eV
ΔE to the lowest compared entry with this formula, charge and spin = 23.00 kcal/mol
SMILES = CCOC(=O)Cc1nnc(NC(=O)COc2ccc(OC)cc2)s1
Electronic energy = -1520.4305 a.u.
Frontier orbital gap = 8.3 eV

***

(3)
This record from the Open Molecules 2025 dataset describes one molecule with the formula C3H5N3 in a non-equilibrium geometry. The level of theory is ωB97M-V with the def2-TZVPD basis set.

Each line ends with the Löwdin charge.
Element x y z (Å)
N  -1.33  1.56  0.21  0.13
C  -0.44  0.67  0.09  -0.41
C  -0.47  -0.86  0.05  -0.09
N  0.98  -1.18  0.01  -0.05
C  1.76  -0.07  -0.09  -0.13
N  0.91  0.98  -0.04  0.04
H  -2.26  1.15  0.29  0.05
H  -0.93  -1.26  0.97  0.12
H  -1.04  -1.23  -0.80  0.12
H  1.58  -1.68  -0.64  0.10
H  1.25  1.92  -0.07  0.13

2S+1 = 1
E_HOMO = -8.9 eV
LUMO level = 0.86 eV
ΔE to the lowest compared entry with this formula, charge and spin = 45.12 kcal/mol
Electronic energy = -281.5181 a.u.
Frontier orbital gap = 9.8 eV

***

(4)
This record from the Open Molecules 2025 dataset describes C3H5N3OS as an isolated structure in a non-equilibrium geometry. The level of theory is ωB97M-V with the def2-TZVPD basis set.

Each line ends with the Löwdin charge.
Element x y z (Å)
C  -1.93  -0.98  0.00  -0.39
C  -1.12  0.30  0.00  -0.48
C  0.82  1.53  0.20  -0.01
N  -3.23  -0.80  0.08  -0.26
N  -1.90  1.29  -0.03  -0.24
N  -1.41  -2.32  -0.07  0.09
O  0.18  0.27  -0.19  -0.04
S  -3.45  0.82  0.02  0.92
H  0.51  1.54  1.17  0.06
H  0.63  2.41  -0.36  0.09
H  1.86  1.32  0.24  0.09
H  -0.64  -2.50  0.59  0.09
H  -2.05  -3.11  -0.23  0.09

2S+1 = 1
E_HOMO = -8.2 eV
LUMO level = 0.83 eV
ΔE to the lowest compared entry with this formula, charge and spin = 37.36 kcal/mol
Electronic energy = -754.9795 a.u.
Frontier orbital gap = 9.1 eV

***

(5)
This record from the Open Molecules 2025 dataset describes a 4-piece molecular cluster, CH10NO4 overall in a non-equilibrium geometry. The level of theory is ωB97M-V with the def2-TZVPD basis set.

Each line ends with the Löwdin charge.
Element x y z (Å)
N  1.81  -1.84  0.11  0.04
C  0.57  -1.14  0.49  -0.52
O  0.46  0.09  -0.04  -0.31
H  1.64  -2.26  -0.70  -0.03
H  2.65  -1.33  0.04  0.04
H  -0.27  -1.86  0.42  0.10
H  0.50  -0.93  1.57  0.08
H  -0.30  1.75  2.26  0.02
H  -0.27  0.56  1.09  -0.04
O  -0.65  0.87  2.04  -0.20
H  -0.17  -0.54  -1.61  0.12
H  -1.74  -0.85  -1.27  -0.01
O  -1.15  -0.99  -2.01  -0.22
H  -0.86  1.85  0.02  -0.01
H  0.09  2.68  -0.84  0.02
O  -0.83  2.62  -0.58  -0.09

Net charge = -1
2S+1 = 1
E_HOMO = -4.2 eV
LUMO level = 4.21 eV
ΔE to the lowest compared entry with this formula, charge and spin = 34.77 kcal/mol
Electronic energy = -399.8099 a.u.
Frontier orbital gap = 8.5 eV

***

(6)
This record from the Open Molecules 2025 dataset describes C41H35F2NO5PtS as an isolated structure. The level of theory is ωB97M-V with the def2-TZVPD basis set.

Each line ends with the Löwdin charge.
Element x y z (Å)
Pt  0.22  0.63  -0.15  1.14
O  -0.60  0.87  1.72  -0.31
C  -0.83  -0.16  2.61  -0.47
C  -0.19  -1.57  2.32  -0.06
C  -0.79  -2.34  1.17  -0.25
C  -1.39  -3.59  1.27  -0.02
C  -1.87  -4.18  0.11  -0.08
C  -1.78  -3.52  -1.11  -0.03
C  -1.20  -2.25  -1.12  -0.25
C  -1.15  -1.33  -2.32  -0.07
C  0.27  -0.84  -2.79  -0.48
O  0.89  0.14  -2.04  -0.30
C  0.12  -0.21  -4.19  -0.13
C  -1.04  0.46  -4.59  -0.03
C  -1.10  1.12  -5.80  -0.10
C  -0.01  1.15  -6.65  -0.13
C  1.16  0.50  -6.26  -0.10
C  1.22  -0.16  -5.04  -0.02
C  1.12  -2.12  -2.90  -0.16
C  2.22  -2.29  -2.08  0.00
C  2.97  -3.46  -2.13  -0.08
C  2.61  -4.49  -3.00  -0.13
C  1.51  -4.33  -3.83  -0.11
C  0.77  -3.15  -3.78  -0.05
N  -0.71  -1.75  0.00  0.14
C  -0.32  0.36  3.97  -0.14
C  -0.95  1.51  4.46  -0.03
C  -0.54  2.10  5.64  -0.10
C  0.54  1.57  6.35  -0.13
C  1.18  0.45  5.86  -0.09
C  0.75  -0.15  4.67  -0.04
C  -2.35  -0.44  2.73  -0.15
C  -2.89  -1.12  3.82  -0.04
C  -4.25  -1.43  3.86  -0.11
C  -5.08  -1.07  2.81  -0.13
C  -4.54  -0.40  1.72  -0.08
C  -3.18  -0.08  1.68  -0.01
H  -0.30  -2.16  3.24  0.11
H  0.88  -1.43  2.12  0.10
H  -1.50  -4.09  2.23  0.10
H  -2.33  -5.16  0.16  0.09
H  -2.16  -3.97  -2.01  0.10
H  -1.73  -0.44  -2.05  0.09
H  -1.64  -1.82  -3.17  0.11
H  -1.90  0.49  -3.92  0.11
H  -2.01  1.64  -6.08  0.09
H  -0.05  1.67  -7.60  0.08
H  2.03  0.52  -6.90  0.09
H  2.14  -0.65  -4.73  0.12
H  2.49  -1.48  -1.40  0.10
H  3.82  -3.57  -1.47  0.10
H  3.20  -5.40  -3.03  0.08
H  1.23  -5.12  -4.52  0.08
H  -0.08  -3.03  -4.43  0.11
H  -1.77  1.93  3.89  0.12
H  -1.04  2.99  6.01  0.09
H  0.87  2.04  7.27  0.08
H  2.04  0.04  6.37  0.09
H  1.31  -0.99  4.28  0.10
H  -2.25  -1.39  4.65  0.11
H  -4.66  -1.95  4.72  0.09
H  -6.13  -1.31  2.83  0.08
H  -5.18  -0.12  0.89  0.09
H  -2.75  0.44  0.84  0.09
C  1.48  6.00  -0.32  -0.07
C  1.96  4.64  0.11  -0.29
C  1.75  4.18  1.40  -0.05
C  2.15  2.90  1.78  -0.06
C  2.78  2.08  0.85  -0.29
C  3.01  2.54  -0.44  -0.07
C  2.61  3.81  -0.80  -0.05
S  3.17  0.40  1.27  0.46
O  4.47  0.13  0.67  -0.35
O  3.16  0.33  2.73  -0.34
O  2.10  -0.42  0.66  -0.45
H  0.90  6.48  0.47  0.06
H  0.85  5.92  -1.21  0.07
H  2.32  6.66  -0.57  0.07
H  1.23  4.81  2.12  0.10
H  1.93  2.51  2.76  0.11
H  3.46  1.87  -1.17  0.12
H  2.75  4.15  -1.82  0.11
F  -2.34  1.49  -1.14  -0.13
C  -1.06  1.98  -0.74  -0.47
F  -0.67  2.73  -1.84  -0.08
H  -1.31  2.70  0.06  0.08

Net charge = -2
2S+1 = 1
E_HOMO = -1.1 eV
LUMO level = 4.53 eV
ΔE to the lowest compared entry with this formula, charge and spin = 4.29 kcal/mol
Electronic energy = -2731.6468 a.u.
Frontier orbital gap = 5.6 eV

***

(7)
This record from the Open Molecules 2025 dataset describes an isolated ion of composition C2H7N2S3 and charge +1 in a non-equilibrium geometry. The level of theory is ωB97M-V with the def2-TZVPD basis set.

Each line ends with the Löwdin charge.
Element x y z (Å)
C  -0.04  0.05  -0.51  -0.52
C  0.02  -0.97  1.65  -0.18
N  -0.13  1.09  -1.36  -0.36
N  -0.15  0.11  0.79  -0.53
S  0.47  -1.83  -1.21  0.81
S  0.32  1.05  -3.07  0.87
S  -0.36  1.67  1.54  0.90
H  -0.76  -1.77  1.64  0.12
H  -0.15  -0.47  2.71  0.10
H  1.03  -1.37  1.56  0.10
H  -0.89  1.78  -1.27  0.10
H  0.48  -1.28  -2.40  -0.25
H  1.47  0.77  -2.57  -0.13
H  -1.31  1.17  2.49  -0.02

Net charge = +1
2S+1 = 1
E_HOMO = -13.6 eV
LUMO level = -4.36 eV
ΔE to the lowest compared entry with this formula, charge and spin = 40.66 kcal/mol
Electronic energy = -1384.1222 a.u.
Frontier orbital gap = 9.3 eV

***

(8)
This record from the Open Molecules 2025 dataset describes one molecule with the formula O3 in a non-equilibrium geometry. The level of theory is ωB97M-V with the def2-TZVPD basis set.

Each line ends with the Löwdin charge.
Element x y z (Å)
O  1.06  -0.28  0.00  0.03
O  0.00  0.46  0.00  -0.09
O  -1.06  -0.18  0.00  0.05

2S+1 = 1
E_HOMO = -12.4 eV
LUMO level = -2.77 eV
ΔE to the lowest compared entry with this formula, charge and spin = 2.12 kcal/mol
Electronic energy = -225.4520 a.u.
Frontier orbital gap = 9.6 eV

***

Q: Among the records above, which one has the lowest electronic energy?
A: C26H26N4O8PtS2Se

***

Q: The highest 2S+1 belongs to which entry?
A: C26H26N4O8PtS2Se